[1]
{
  "formula": "C16H19F7N3O8S",
  "method": "ωB97M-V with the def2-TZVPD basis set",
  "smiles": "CCNC1=[NH+][C@@](CCCS(=O)(=O)O)(C(=O)NC(=O)F)C[C@@H]1C(=O)C(F)(F)C(F)(F)C(F)(F)C(=O)O",
  "charge": 1,
  "orbital_gap_ha": 0.371,
  "largest_force_ha_per_bohr": 0.0242,
  "e_lumo_ev": -3.980,
  "homo_energy_ev": -14.1,
  "elements": ["C", "C", "N", "C", "N", "C", "C", "C", "C", "S", "O", "O", "O", "C", "O", "N", "C", "O", "F", "C", "C", "C", "O", "C", "F", "F", "C", "F", "F", "C", "F", "F", "C", "O", "O", "H", "H", "H", "H", "H", "H", "H", "H", "H", "H", "H", "H", "H", "H", "H", "H", "H", "H", "H"],
  "coordinates": [[0.11790, 0.56046, 3.40992], [-0.60262, 0.70021, 2.05912], [-1.04186, -0.65035, 1.55437], [-0.77965, -1.02687, 0.28373], [0.07220, -1.98267, 0.00013], [0.16949, -2.40860, -1.39930], [1.59577, -2.31952, -1.94223], [2.17158, -0.89989, -1.75810], [3.25526, -0.85394, -0.67337], [3.75338, 0.81175, -0.27691], [5.11554, 0.82061, 0.14837], [3.24600, 1.66229, -1.30018], [2.86144, 1.07269, 1.03573], [-0.31747, -3.87054, -1.55175], [-0.31428, -4.42532, -2.59928], [-0.73818, -4.48422, -0.31696], [-2.05831, -4.14826, 0.10252], [-2.33704, -3.57305, 1.08185], [-2.97720, -4.52500, -0.79098], [-0.85851, -1.46012, -2.07848], [-1.43670, -0.54307, -0.98079], [-1.35331, 0.93900, -1.43551], [-0.82219, 1.23903, -2.44855], [-2.15236, 2.03045, -0.69707], [-3.22413, 2.28756, -1.48153], [-2.60229, 1.55205, 0.48903], [-1.33510, 3.35051, -0.51710], [-1.37961, 4.01917, -1.66598], [-0.03797, 2.98974, -0.26462], [-1.84283, 4.27447, 0.63837], [-3.16646, 4.08280, 0.76838], [-1.61327, 5.54850, 0.27969], [-1.11779, 4.00086, 1.98136], [-1.61245, 3.34669, 2.83229], [0.06960, 4.63562, 2.03550], [-0.07446, -0.41102, 3.87801], [1.19774, 0.70303, 3.31832], [-0.26058, 1.31757, 4.10464], [0.05490, 1.16447, 1.31447], [-1.48679, 1.33078, 2.18308], [-0.71513, -1.37482, 2.19074], [0.61926, -2.42226, 0.73295], [1.54311, -2.60107, -2.99966], [2.22868, -3.07709, -1.45600], [1.37256, -0.19155, -1.50609], [2.61636, -0.55525, -2.69658], [2.92493, -1.33015, 0.25430], [4.16643, -1.35504, -1.01796], [3.48196, 1.20981, 1.77400], [-0.60565, -5.49337, -0.38307], [-0.41519, -0.88742, -2.89320], [-1.64974, -2.06896, -2.52733], [-2.51855, -0.72529, -0.87896], [0.81359, 4.01455, 2.08670]],
  "forces_ev_per_angstrom": [[-0.07, 0.13, -0.01], [-0.63, 0.36, 0.37], [1.03, -0.54, -0.45], [0.21, 0.45, 0.26], [-0.08, 0.04, 0.21], [-0.72, -0.39, -0.02], [0.08, 0.24, 0.04], [0.23, -0.07, -0.08], [-0.08, -0.36, -0.24], [-0.08, -0.12, -0.22], [-0.13, 0.07, -0.05], [0.16, 0.08, 0.16], [0.03, 0.18, 0.32], [-0.17, 0.49, 0.55], [0.32, -0.27, -0.28], [0.31, -0.34, -0.17], [0.41, -0.35, -0.64], [-0.32, 0.52, 0.74], [0.11, -0.01, 0.13], [-0.08, -0.38, -0.19], [-0.36, 0.02, -0.44], [0.00, -0.11, 0.53], [0.49, 0.18, -0.63], [-0.53, 0.08, -0.12], [0.16, -0.07, 0.32], [-0.07, 0.11, -0.44], [-0.04, -0.15, -0.08], [0.12, -0.07, 0.11], [-0.19, 0.04, 0.01], [0.05, 0.27, -0.03], [0.07, 0.14, 0.04], [-0.12, -0.14, -0.01], [0.12, 0.61, -0.46], [-0.10, -0.42, 0.49], [0.14, -0.23, -0.41], [0.05, 0.12, -0.05], [-0.13, -0.18, -0.02], [0.09, -0.12, -0.18], [-0.10, -0.15, 0.13], [0.47, -0.52, 0.07], [-0.16, 0.12, 0.04], [-0.12, -0.09, -0.11], [0.00, 0.07, 0.21], [-0.13, 0.15, -0.07], [0.19, -0.04, -0.15], [-0.19, 0.05, 0.20], [0.18, 0.08, -0.05], [-0.13, 0.06, 0.12], [-0.12, -0.04, -0.12], [-0.35, 0.04, -0.20], [0.08, 0.00, 0.20], [0.06, 0.22, 0.05], [0.17, 0.06, 0.29], [-0.17, 0.18, 0.37]]
}

---

[2]
{
  "formula": "C16H19N3O3S",
  "method": "ωB97M-V with the def2-TZVPD basis set",
  "smiles": "O=C(CSc1nnc(COc2ccccc2)o1)N1CCCCC1",
  "orbital_gap_ha": 0.340,
  "e_above_lowest_kj_mol": 250.1,
  "largest_force_ha_per_bohr": 0.0345,
  "e_lumo_ev": 0.548,
  "homo_energy_ev": -8.7,
  "elements": ["O", "C", "C", "S", "C", "N", "N", "C", "C", "O", "C", "C", "C", "C", "C", "C", "O", "N", "C", "C", "C", "C", "C", "H", "H", "H", "H", "H", "H", "H", "H", "H", "H", "H", "H", "H", "H", "H", "H", "H", "H", "H"],
  "coordinates": [[3.10648, 1.82115, -1.82634], [2.95945, 0.70709, -1.36382], [1.57235, 0.07048, -1.34827], [0.93675, -0.09170, 0.36233], [-0.62974, 0.58207, 0.14578], [-1.19566, 0.97028, -0.95456], [-2.42083, 1.41703, -0.61643], [-2.55026, 1.27740, 0.65660], [-3.71544, 1.62811, 1.51888], [-4.92495, 1.66549, 0.82076], [-5.38948, 0.51290, 0.24061], [-4.80753, -0.74034, 0.37389], [-5.38507, -1.83598, -0.24829], [-6.53684, -1.69710, -0.99844], [-7.11933, -0.44578, -1.12789], [-6.55266, 0.65187, -0.51446], [-1.43283, 0.74053, 1.22212], [3.98411, -0.02549, -0.88721], [3.91458, -1.30956, -0.22975], [4.29981, -1.16738, 1.24494], [5.69349, -0.55716, 1.36362], [5.73912, 0.77103, 0.61318], [5.30889, 0.56469, -0.83770], [0.88150, 0.73305, -1.86769], [1.56569, -0.91483, -1.81290], [-3.57952, 2.64316, 1.91063], [-3.74701, 0.93000, 2.36918], [-3.90886, -0.88574, 0.95406], [-4.92252, -2.80616, -0.14037], [-6.97780, -2.55613, -1.48053], [-8.01901, -0.32524, -1.71246], [-6.98783, 1.63404, -0.60487], [2.91798, -1.73828, -0.31117], [4.62343, -1.98368, -0.72712], [4.26827, -2.14752, 1.72194], [3.57005, -0.52358, 1.73914], [5.94776, -0.40565, 2.41359], [6.42862, -1.24292, 0.93524], [6.74540, 1.19032, 0.63687], [5.06061, 1.48334, 1.08590], [5.26966, 1.51386, -1.37339], [6.00914, -0.10770, -1.34557]],
  "forces_ev_per_angstrom": [[-0.10, 0.27, -0.07], [-0.51, -0.02, -0.16], [-0.20, 0.06, 0.16], [0.55, -0.18, 0.22], [-0.41, 0.24, -0.73], [1.41, -0.63, 0.08], [-1.52, 0.58, 0.71], [0.03, 0.16, -0.71], [0.13, 0.02, 0.45], [-0.08, -0.05, -0.21], [-0.24, -0.16, -0.11], [0.16, 0.20, 0.21], [-0.09, -0.05, -0.05], [0.01, -0.16, -0.04], [0.02, 0.04, 0.03], [0.18, 0.13, 0.14], [0.07, -0.06, 0.04], [0.42, -0.15, 0.00], [-0.16, -0.17, 0.35], [0.19, -0.18, -0.17], [-0.20, 0.21, 0.13], [0.12, -0.24, -0.15], [0.17, 0.49, 0.04], [0.19, -0.07, -0.03], [-0.03, 0.04, -0.01], [-0.02, -0.23, 0.01], [-0.02, 0.11, -0.10], [0.07, 0.01, 0.05], [0.04, -0.06, 0.01], [-0.04, -0.07, -0.04], [-0.07, 0.03, -0.04], [-0.06, 0.13, -0.02], [0.03, -0.05, -0.12], [-0.12, -0.04, 0.01], [-0.05, -0.04, 0.04], [-0.05, 0.00, 0.05], [0.07, -0.06, 0.01], [0.07, -0.05, 0.02], [0.01, 0.07, 0.01], [0.00, 0.09, 0.00], [0.05, -0.19, 0.01], [0.00, 0.02, -0.01]]
}